24
Properties=species:S:1:pos:R:3 method="wB97M-V/def2-TZVPD" multiplicity=1 e_tot_ha=-764.0488 orbital_gap_ev=8.68 max_force_ha_per_bohr=0.0744 charge=+1 homo_ev=-12.4
Hg 15.638 10.347 -3.928
O 17.240 10.891 -5.502
H 16.685 11.610 -5.712
O 16.888 9.603 -2.024
H 17.805 9.795 -1.972
H 16.776 8.867 -1.428
O 13.580 11.690 -3.633
H 12.661 11.559 -3.908
H 13.486 12.346 -2.984
O 16.288 8.153 -4.920
H 15.644 7.437 -4.983
H 16.986 7.825 -5.528
O 14.045 9.648 -5.581
H 13.385 9.064 -5.242
H 13.987 9.786 -6.533
O 19.076 10.835 -3.710
H 19.977 10.908 -4.133
H 18.417 10.902 -4.441
O 14.200 8.786 -2.825
H 13.296 9.009 -2.691
H 14.185 7.836 -2.629
O 16.195 12.339 -3.013
H 17.037 12.458 -2.428
H 16.233 13.155 -3.520



27
Properties=species:S:1:pos:R:3 method="wB97M-V/def2-TZVPD" multiplicity=1 e_tot_ha=-1178.0869 orbital_gap_ev=4.09 max_force_ha_per_bohr=0.0969 charge=-2 homo_ev=1.0
O -0.913 0.163 0.176
H -0.269 0.058 -0.547
H -0.343 0.372 1.004
H -1.600 0.806 -0.030
P 1.690 1.175 1.527
O 2.083 2.252 2.558
O 2.830 0.165 1.585
O 1.377 1.678 0.087
O 0.374 0.624 2.175
O -1.384 0.775 -3.780
H -2.190 0.259 -3.718
H -0.812 0.412 -3.089
O -1.003 -1.792 2.848
H -1.338 -1.249 3.563
H -0.122 -1.426 2.669
O 0.767 0.377 -1.829
H 1.364 0.182 -2.554
H 1.306 0.915 -1.190
O 1.456 -2.211 0.412
H 1.410 -2.778 1.185
H 1.890 -1.395 0.735
O -0.951 -2.713 -0.750
H -1.459 -2.808 0.059
H -0.028 -2.634 -0.447
O -1.514 2.567 -0.833
H -2.017 3.383 -0.823
H -0.601 2.841 -0.993



25
Properties=species:S:1:pos:R:3 method="wB97M-V/def2-TZVPD" multiplicity=1 e_tot_ha=-800.5859 orbital_gap_ev=11.99 max_force_ha_per_bohr=0.0682 charge=+3 homo_ev=-23.1
In -0.066 -0.050 0.243
O 0.935 -1.231 1.763
H 0.600 -2.093 2.154
H 1.881 -1.389 1.828
O -0.964 -2.190 0.151
H -1.413 -2.624 0.838
H -0.476 -2.888 -0.195
O -1.567 -0.144 1.772
H -2.436 -0.330 1.515
H -1.594 -0.399 2.708
O 1.138 -1.009 -1.133
H 2.016 -1.444 -1.280
H 0.884 -0.927 -2.074
O -0.753 1.997 0.288
H -0.425 2.934 0.328
H -1.612 2.097 0.592
O 1.738 1.101 0.512
H 2.341 1.289 1.248
H 2.202 1.460 -0.253
O 0.911 1.567 -2.040
H 1.734 1.609 -2.553
H 0.539 2.443 -1.986
O -1.542 0.052 -1.256
H -2.151 -0.675 -1.485
H -1.917 0.845 -1.678



23
Properties=species:S:1:pos:R:3 method="wB97M-V/def2-TZVPD" multiplicity=1 e_tot_ha=-515.5323 orbital_gap_ev=11.89 max_force_ha_per_bohr=0.1458 charge=+1 homo_ev=-14.8
N 1.143 0.480 1.342
H 1.938 1.074 1.627
H 1.242 -0.367 1.706
H 0.209 0.860 1.285
H 1.395 0.175 0.273
H 1.195 -3.247 2.279
H 1.018 -2.878 0.872
O 1.156 -2.530 1.712
H 1.323 2.899 -1.113
H -0.170 2.178 -1.107
O 0.709 2.294 -0.621
H -2.053 0.817 0.589
H -2.283 0.231 1.920
O -1.643 0.103 1.161
H 0.607 -1.304 -1.459
H 2.204 -1.647 -1.572
O 1.493 -1.562 -0.974
H -2.006 1.334 -1.878
H -1.813 2.530 -1.427
O -1.951 1.745 -1.083
H -1.462 -1.711 -1.650
H -1.271 -0.632 -0.463
O -0.981 -0.842 -1.418